41
Properties=species:S:1:pos:R:3 method="wB97M-V/def2-TZVPD" de_lowest_kj_mol=73.4 spin_multiplicity=1 total_charge=-1 e_tot_ha=-1218.869318 homo_energy_ha=-0.19571
I 0.00 -1.24 0.78
C 3.05 -4.02 -2.89
C 2.52 -2.84 -2.10
O 2.37 -3.30 -0.75
O 4.41 -4.34 -2.58
H 3.09 -3.73 -3.94
H 2.41 -4.89 -2.71
H 1.57 -2.44 -2.46
H 3.27 -2.03 -2.11
H 1.72 -2.69 -0.36
H 4.49 -5.26 -2.33
C -1.09 3.63 -0.86
C -1.09 2.81 0.42
O -2.04 1.78 0.38
O -2.29 4.37 -0.94
H -1.11 3.07 -1.80
H -0.23 4.29 -1.03
H -1.43 3.38 1.31
H -0.12 2.36 0.67
H -1.59 0.98 0.70
H -3.01 3.86 -1.31
C 1.74 1.83 5.29
C 1.08 1.25 4.05
O 0.86 -0.14 4.34
O 0.79 2.14 6.32
H 2.23 2.79 5.09
H 2.49 1.16 5.72
H 1.73 1.29 3.17
H 0.10 1.65 3.80
H 0.61 -0.59 3.52
H 0.32 1.32 6.49
C -2.49 -1.40 -2.73
C -3.26 -0.07 -2.67
O -3.84 0.31 -1.43
O -1.09 -1.15 -2.46
H -2.50 -1.80 -3.74
H -2.85 -2.16 -2.02
H -4.10 -0.26 -3.35
H -2.68 0.76 -3.06
H -3.18 0.72 -0.86
H -0.85 -1.41 -1.55

---

70
Properties=species:S:1:pos:R:3 method="wB97M-V/def2-TZVPD" spin_multiplicity=1 e_tot_ha=-26824.795411 smiles="CCOC(=O)CCC[C@@H]1CCOC1=O.BrCCBr.BrCCBr.BrCCBr.BrCCBr.BrCCBr" homo_energy_ha=-0.35551
C -1.14 1.88 -3.80
C -0.66 2.42 -2.45
O 0.42 1.67 -1.88
C 1.58 1.83 -2.49
O 1.74 2.49 -3.47
C 2.72 1.13 -1.81
C 3.27 -0.09 -2.60
C 2.35 -0.68 -3.64
C 1.06 -1.31 -3.09
C 0.87 -1.44 -1.58
C 0.33 -2.86 -1.35
O 0.28 -3.48 -2.63
C 0.77 -2.69 -3.60
O 0.91 -3.11 -4.70
H -0.34 1.33 -4.26
H -2.02 1.28 -3.69
H -1.33 2.72 -4.45
H -1.48 2.29 -1.77
H -0.45 3.47 -2.49
H 2.44 0.81 -0.82
H 3.50 1.86 -1.72
H 4.15 0.25 -3.11
H 3.59 -0.84 -1.91
H 2.10 0.02 -4.42
H 2.90 -1.47 -4.12
H 0.23 -0.71 -3.44
H 0.04 -0.80 -1.35
H 1.67 -1.19 -0.92
H 0.91 -3.42 -0.66
H -0.66 -2.75 -0.97
Br -2.28 -3.60 0.75
C -2.34 -2.90 2.56
C -2.14 -1.41 2.49
Br -0.26 -1.02 2.14
H -1.58 -3.40 3.14
H -3.32 -3.15 2.96
H -2.37 -0.93 3.44
H -2.71 -0.95 1.70
Br 1.72 -4.22 2.88
C 2.51 -6.01 2.84
C 3.35 -6.26 1.61
Br 2.28 -6.62 0.04
H 1.69 -6.71 2.93
H 3.14 -6.05 3.73
H 3.95 -7.16 1.75
H 4.00 -5.43 1.37
Br -2.88 2.40 2.31
C -4.35 2.56 1.04
C -4.76 1.22 0.50
Br -3.48 0.58 -0.81
H -4.01 3.24 0.26
H -5.16 3.03 1.59
H -5.71 1.29 -0.03
H -4.84 0.46 1.27
Br -3.77 5.37 -1.49
C -3.11 6.97 -0.60
C -2.73 6.68 0.83
Br -4.30 6.49 1.97
H -3.89 7.72 -0.68
H -2.24 7.29 -1.17
H -2.16 7.50 1.25
H -2.16 5.76 0.93
Br 3.50 1.85 5.32
C 2.47 0.33 4.67
C 3.35 -0.85 4.37
Br 4.32 -0.62 2.70
H 1.92 0.67 3.80
H 1.78 0.09 5.47
H 2.75 -1.75 4.22
H 4.09 -1.04 5.14

---

15
Properties=species:S:1:pos:R:3 method="wB97M-V/def2-TZVPD" de_lowest_kj_mol=643.5 spin_multiplicity=1 e_tot_ha=-416.728568 homo_energy_ha="-0.28734 / -0.27386"
C 1.68 0.60 2.29
C 1.28 -0.28 -1.07
C 1.80 0.20 1.04
C -0.08 -0.28 -0.70
C -0.45 0.01 0.50
C -1.02 -0.34 -1.90
N 1.46 1.03 3.37
N -1.47 0.04 1.36
O 2.19 0.02 -0.17
H 1.62 -0.22 -2.05
H -2.04 -0.68 -1.52
H -1.12 0.75 -2.18
H -0.54 -0.85 -2.78
H -1.43 0.79 2.07
H -1.88 -0.78 1.76

---

105
Properties=species:S:1:pos:R:3 method="wB97M-V/def2-TZVPD" de_lowest_kj_mol=5.6 spin_multiplicity=1 total_charge=-2 e_tot_ha=-4850.371657 homo_energy_ha="-0.00825 / -0.00828"
Pd 0.02 1.11 0.10
C 4.83 -0.13 3.00
C 4.14 -0.80 1.82
C 4.51 -2.29 1.82
C 4.47 -0.19 0.47
C 5.73 0.36 0.25
C 6.10 0.85 -1.00
C 5.20 0.73 -2.05
C 3.93 0.17 -1.88
C 3.10 -0.07 -3.14
C 3.04 -1.56 -3.46
C 1.71 0.57 -3.15
C 3.53 -0.24 -0.59
N 2.21 -0.62 -0.34
C 1.87 -1.88 -0.30
O 2.60 -2.89 -0.53
C 0.41 -2.17 0.01
C 0.06 -3.51 0.19
C -1.26 -3.84 0.44
C -2.19 -2.82 0.50
C -1.77 -1.51 0.32
N -0.50 -1.20 0.09
C -2.83 -0.42 0.40
O -4.02 -0.79 0.57
N -2.37 0.81 0.31
C -3.28 1.86 0.43
C -4.11 2.24 -0.64
C -4.92 3.36 -0.50
C -4.91 4.12 0.65
C -4.09 3.75 1.70
C -3.27 2.63 1.62
C -2.37 2.19 2.75
C -1.99 3.31 3.71
C -3.01 1.03 3.53
C -4.12 1.44 -1.92
C -5.44 0.69 -2.08
C -3.82 2.31 -3.14
H 4.41 -0.52 3.93
H 4.71 0.96 3.01
H 5.90 -0.34 3.02
H 3.06 -0.72 1.94
H 5.60 -2.40 1.71
H 4.01 -2.82 1.01
H 4.23 -2.75 2.78
H 6.44 0.41 1.07
H 7.08 1.28 -1.16
H 5.49 1.06 -3.04
H 3.68 0.40 -3.95
H 2.53 -2.12 -2.67
H 4.04 -1.98 -3.55
H 2.51 -1.72 -4.40
H 1.17 0.40 -2.21
H 1.11 0.15 -3.96
H 1.77 1.65 -3.31
H 0.85 -4.25 0.10
H -1.55 -4.87 0.59
H -3.25 -2.99 0.69
H -5.56 3.65 -1.33
H -5.54 5.01 0.74
H -4.06 4.36 2.60
H -1.46 1.81 2.29
H -2.86 3.70 4.25
H -1.53 4.15 3.18
H -1.29 2.94 4.46
H -3.91 1.38 4.05
H -2.31 0.65 4.28
H -3.30 0.22 2.87
H -3.32 0.70 -1.84
H -6.28 1.39 -2.17
H -5.61 0.04 -1.21
H -5.43 0.07 -2.98
H -4.60 3.06 -3.30
H -3.77 1.69 -4.04
H -2.87 2.82 -3.02
C 1.84 1.97 2.47
N 1.42 1.57 3.80
C 1.35 2.62 4.79
C 0.91 0.32 4.00
O 0.56 -0.41 3.09
N 0.79 -0.08 5.34
C 0.01 -1.28 5.56
C 1.91 0.10 6.24
H 1.73 3.05 2.38
H 1.27 1.52 1.64
H 2.89 1.72 2.27
H 0.95 3.53 4.33
H 2.33 2.87 5.22
H 0.68 2.34 5.60
H -0.72 -1.38 4.77
H -0.50 -1.23 6.53
H 0.65 -2.18 5.55
H 2.74 0.58 5.73
H 2.26 -0.88 6.59
H 1.66 0.69 7.13
Br -1.31 6.29 1.22
C -0.07 5.02 0.54
C 1.30 5.26 0.68
C 2.15 4.34 0.09
C 1.64 3.25 -0.59
N 0.30 2.99 -0.68
C -0.54 3.92 -0.14
H 1.66 6.13 1.20
H 3.23 4.47 0.14
H 2.29 2.56 -1.10
H -1.60 3.74 -0.26